An isolated molecule of C4H8O2, computed with ωB97M-V with the def2-TZVPD basis set.

```
! RIJCOSX wB97M-V def2-TZVPD def2/J DEFGRID3
* xyz 0 1
C 1.4629 1.0287 -0.1225
C 0.1751 0.2553 -0.4008
O 0.5831 -1.1159 -0.6473
C -0.7994 0.1171 0.7710
C -1.6776 -1.0580 0.3883
O -2.5973 -0.9511 -0.3878
H 2.1524 0.1947 -0.2416
H 1.7010 1.8228 -0.8374
H 1.5585 1.4180 0.8972
H -0.3771 0.6434 -1.2672
H 0.8565 -1.2349 -1.5651
H -1.4184 1.0085 0.9212
H -0.2401 -0.0890 1.6906
H -1.3794 -2.0395 0.8014
*
```

As for the SMILES: C[C@@H](O)CC=O. For the LUMO energy, the calculation gives 0.862 eV. The value obtained for the total energy is -8371.80946 eV. For the max |F|, the calculation gives 0.971 eV/Å.

Charges in e, computed with natural (NBO), in the same order as the atoms:
1 C -0.653
2 C 0.103
3 O -0.748
4 C -0.526
5 C 0.462
6 O -0.536
7 H 0.237
8 H 0.216
9 H 0.214
10 H 0.185
11 H 0.479
12 H 0.235
13 H 0.213
14 H 0.118

---

A 3-piece molecular cluster, C4H8O2 overall, computed with ωB97M-V with the def2-TZVPD basis set.

```
! RIJCOSX wB97M-V def2-TZVPD def2/J DEFGRID3
* xyz 0 1
C -2.3685 0.0784 0.1986
O -1.2427 -0.6158 -0.0378
C -0.0957 0.0154 0.2248
C 1.1069 -0.7072 -0.2023
C 2.4012 -0.0493 -0.2489
O 2.1306 -1.0002 0.7630
H -3.2257 -0.5995 0.1785
H -2.4376 0.8145 1.0133
H -2.0184 1.1411 -0.8224
H -0.0852 0.4724 1.2144
H -0.6792 1.3202 -0.4721
H 0.9298 -1.5184 -0.9062
H 2.4484 0.9834 0.0958
H 3.1362 -0.3350 -0.9986
*
```

For the LUMO energy, the calculation gives 0.922 eV. The value obtained for the total energy is -8367.19166 eV. For the max |F|, the calculation gives 3.944 eV/Å.

Charges in e, computed with natural (NBO), in the same order as the atoms:
1 C -0.183
2 O -0.480
3 C 0.014
4 C -0.020
5 C -0.092
6 O -0.476
7 H 0.205
8 H 0.176
9 H 0.078
10 H 0.191
11 H 0.015
12 H 0.204
13 H 0.182
14 H 0.186

---

A 2-piece molecular cluster, C4H8O2 overall, computed with ωB97M-V with the def2-TZVPD basis set.

```
! RIJCOSX wB97M-V def2-TZVPD def2/J DEFGRID3
* xyz 0 1
C 1.5657 -0.1533 -0.1472
C 0.3219 -0.2545 0.7218
C -0.4711 1.0420 0.8042
O -0.3253 1.9634 0.0430
C -0.7478 -1.1807 0.1572
O -0.7856 -1.5374 -0.9924
H 2.1743 -1.0590 -0.0595
H 1.2855 -0.0304 -1.1949
H 2.1769 0.7049 0.1470
H 0.5430 -0.5786 1.7495
H -1.2762 1.0528 1.5695
H -1.5706 -1.4304 0.8596
H -1.3930 1.0841 -1.7302
H -1.4978 0.3770 -1.9277
*
```

As for the SMILES: CC(C=O)C=O.[H][H]. For the LUMO energy, the calculation gives 0.207 eV. The value obtained for the total energy is -8370.80894 eV. For the max |F|, the calculation gives 0.665 eV/Å.

Charges in e, computed with natural (NBO), in the same order as the atoms:
1 C -0.613
2 C -0.431
3 C 0.448
4 O -0.496
5 C 0.447
6 O -0.497
7 H 0.219
8 H 0.241
9 H 0.224
10 H 0.234
11 H 0.115
12 H 0.115
13 H -0.003
14 H -0.004

---

A 2-piece molecular cluster, C4H8O2 overall, computed with ωB97M-V with the def2-TZVPD basis set.

```
! RIJCOSX wB97M-V def2-TZVPD def2/J DEFGRID3
* xyz 0 1
O 2.2104 -0.3569 0.0960
C 1.0712 -0.1993 -0.2355
C 0.3386 0.7998 -1.0960
C -1.0057 0.2641 -0.5439
C -0.2413 -1.0002 -0.0365
O -0.3444 -1.3759 1.3014
H 0.5601 1.8681 -1.1572
H 0.5568 0.2983 -2.0429
H -1.8047 0.1536 -1.2859
H -1.3959 0.8169 0.3188
H -0.3655 -1.8451 -0.7365
H -1.1499 -1.8842 1.4297
H 0.5985 1.5453 2.0478
H 0.9716 0.9155 1.9406
*
```

As for the SMILES: O=C1CC[C@@H]1O.[H][H]. For the LUMO energy, the calculation gives 0.599 eV. The value obtained for the total energy is -8370.41669 eV. For the max |F|, the calculation gives 0.784 eV/Å.

Charges in e, computed with natural (NBO), in the same order as the atoms:
1 O -0.503
2 C 0.605
3 C -0.527
4 C -0.432
5 C -0.012
6 O -0.692
7 H 0.239
8 H 0.234
9 H 0.211
10 H 0.221
11 H 0.182
12 H 0.473
13 H -0.014
14 H 0.013

---

An isolated molecule of C4H8O2, computed with ωB97M-V with the def2-TZVPD basis set.

```
! RIJCOSX wB97M-V def2-TZVPD def2/J DEFGRID3
* xyz 0 1
O 0.7626 -1.2327 -1.1132
C 0.4758 0.1437 -0.9278
C -0.9869 0.2974 -0.5281
C -0.9454 -0.2449 0.9169
O 0.4522 -0.5037 1.2247
C 1.1949 0.4252 0.3884
H 0.6985 -1.5288 -0.1762
H 0.7561 0.7166 -1.8177
H -1.6156 -0.2926 -1.1995
H -1.3119 1.3423 -0.5561
H -1.5372 -1.1618 1.0230
H -1.3163 0.4804 1.6458
H 1.1219 1.4080 0.8605
H 2.2513 0.1509 0.2592
*
```

As for the SMILES: O[C@H]1CCOC1. For the LUMO energy, the calculation gives 1.004 eV. The value obtained for the total energy is -8371.71428 eV. For the max |F|, the calculation gives 0.935 eV/Å.

Charges in e, computed with natural (NBO), in the same order as the atoms:
1 O -0.724
2 C 0.063
3 C -0.464
4 C -0.091
5 O -0.546
6 C -0.114
7 H 0.476
8 H 0.196
9 H 0.227
10 H 0.209
11 H 0.198
12 H 0.181
13 H 0.179
14 H 0.210

---

C4H8O2 as an isolated structure, computed with ωB97M-V with the def2-TZVPD basis set.

```
! RIJCOSX wB97M-V def2-TZVPD def2/J DEFGRID3
* xyz 0 1
O -2.4160 -0.1254 0.2253
C -1.6685 -0.0238 -0.7317
O -1.9142 -0.2111 -2.0741
C -0.3142 0.6455 -0.5253
C 0.2893 -0.3299 0.5142
C 1.7029 0.1060 0.9949
H -1.5398 -1.1055 -1.4341
H -0.5834 1.6758 -0.3119
H 0.2966 0.5742 -1.4306
H -0.4073 -0.4657 1.3303
H 0.4602 -1.3043 0.0190
H 2.3955 0.2777 0.1750
H 2.0790 -0.7127 1.6349
H 1.6197 0.9991 1.6143
*
```

For the LUMO energy, the calculation gives 0.074 eV. The value obtained for the total energy is -8370.03520 eV. For the max |F|, the calculation gives 6.056 eV/Å.

Charges in e, computed with natural (NBO), in the same order as the atoms:
1 O -0.543
2 C 0.623
3 O -0.556
4 C -0.503
5 C -0.389
6 C -0.606
7 H 0.483
8 H 0.242
9 H 0.215
10 H 0.230
11 H 0.185
12 H 0.204
13 H 0.208
14 H 0.206

---

C4H8O2 as an isolated structure, computed with ωB97M-V with the def2-TZVPD basis set.

```
! RIJCOSX wB97M-V def2-TZVPD def2/J DEFGRID3
* xyz 0 1
C 1.5201 1.2490 -0.4812
C 0.5723 0.5066 0.4557
C -0.0210 -0.7377 -0.1907
O -0.8440 -1.4302 0.7282
C -2.6018 -1.1716 0.4596
O -3.0172 -0.1033 0.3138
H 1.0057 1.5741 -1.3934
H 1.9329 2.1395 0.0025
H 2.3605 0.6119 -0.7818
H -0.2506 1.1624 0.7657
H 1.0960 0.2030 1.3701
H -0.5963 -0.4439 -1.0893
H 0.7794 -1.4135 -0.5243
H -1.9362 -2.1463 0.3651
*
```

For the LUMO energy, the calculation gives 0.714 eV. The value obtained for the total energy is -8369.58402 eV. For the max |F|, the calculation gives 1.360 eV/Å.

Charges in e, computed with natural (NBO), in the same order as the atoms:
1 C -0.609
2 C -0.416
3 C -0.071
4 O -0.731
5 C 0.543
6 O -0.449
7 H 0.202
8 H 0.215
9 H 0.202
10 H 0.203
11 H 0.205
12 H 0.152
13 H 0.173
14 H 0.382

---

A 2-piece molecular cluster, C4H8O2 overall, computed with ωB97M-V with the def2-TZVPD basis set.

```
! RIJCOSX wB97M-V def2-TZVPD def2/J DEFGRID3
* xyz 0 1
C 2.4779 0.1180 -0.3655
O 1.3020 -0.3838 -0.9142
C 0.0782 -0.0228 -0.4218
C -2.2960 -0.8152 0.2975
C -0.3695 0.8358 0.5531
O -1.5755 0.8681 1.0516
H 3.4409 -0.2731 -0.6641
H 2.4674 1.1280 -0.9573
H 2.3615 0.2462 0.7159
H -0.5765 -0.3817 -1.2177
H -2.1218 -1.6638 -0.4243
H -2.2839 -1.1745 1.3093
H -3.0871 -0.1499 0.0296
H 0.1824 1.6686 1.0079
*
```

For the LUMO energy (spin up / spin down), the calculation gives -0.415 / -0.417 eV. The value obtained for the total energy is -8366.69760 eV. For the max |F|, the calculation gives 4.366 eV/Å.

Charges in e, computed with natural (NBO), in the same order as the atoms:
1 C -0.258
2 O -0.516
3 C -0.037
4 C -0.286
5 C 0.090
6 O -0.539
7 H 0.202
8 H 0.167
9 H 0.178
10 H 0.205
11 H 0.202
12 H 0.202
13 H 0.202
14 H 0.188